5 unconnected molecules or ions with the total composition C8H28NO8. Source: the OMol25 dataset; level of theory: the ωB97M-V functional and the def2-TZVPD basis.

Properties
**Frontier orbital gap (alpha / beta)**: 9.22 / 2.50 eV
**Expectation value of S²**: 0.755
**LUMO energy (alpha / beta)**: -0.22354 / -0.46981 Ha
**Spin multiplicity**: 2
**Highest occupied orbital energy (alpha / beta)**: -15.30 / -15.28 eV
**Relative energy (zero: lowest compared OMol25 entry of this formula, charge and spin)**: 23.5 kcal/mol
**Total charge**: +2

Atoms and positions in Å:
N1 0.617 0.012 -0.692
H1 1.400 -0.606 -0.848
H2 0.877 0.962 -0.919
H3 0.427 -0.015 0.299
H4 -0.326 -0.224 -0.965
C1 -1.036 4.335 -1.763
C2 0.404 3.982 -1.445
O1 0.689 2.632 -1.801
O2 -1.894 3.593 -0.876
H5 -1.229 4.358 -2.835
H6 -1.187 5.312 -1.304
H7 0.652 3.979 -0.383
H8 1.103 4.730 -1.820
H9 1.048 2.624 -2.692
H10 -2.668 4.147 -0.752
C3 -2.929 -0.895 -0.386
C4 -2.874 -0.249 -1.771
O3 -1.720 -0.756 -2.391
O4 -1.875 -0.678 0.525
H11 -3.048 -1.972 -0.505
H12 -3.837 -0.590 0.133
H13 -2.617 0.724 -1.352
H14 -3.809 -0.381 -2.315
H15 -1.812 -0.490 -3.309
H16 -2.255 -0.700 1.407
C5 -0.475 -1.688 3.798
C6 0.762 -1.021 3.114
O5 0.386 -0.095 2.169
O6 -1.268 -0.753 4.450
H17 -0.154 -2.331 4.617
H18 -1.146 -2.188 3.100
H19 1.406 -1.830 2.768
H20 1.267 -0.474 3.909
H21 -0.063 0.525 2.749
H22 -0.989 -0.444 5.315
C7 3.417 -1.901 -1.085
C8 2.471 -2.595 -0.078
O7 1.717 -3.636 -0.626
O8 2.966 -0.840 -1.774
H23 3.879 -2.706 -1.656
H24 4.255 -1.476 -0.532
H25 1.899 -1.804 0.408
H26 3.039 -3.031 0.744
H27 1.644 -4.338 0.026
H28 2.887 -1.210 -2.656

=====

3 unconnected molecules or ions with the total composition C5H9N3. Source: the OMol25 dataset; level of theory: the ωB97M-V functional and the def2-TZVPD basis.

Properties
**Frontier orbital gap**: 7.08 eV
**LUMO energy**: -0.02708 Ha
**Highest occupied orbital energy**: -7.81 eV
**Relative energy (zero: lowest compared OMol25 entry of this formula, charge and spin)**: 205.9 kcal/mol
**Total charge**: 0

Atoms and positions in Å:
C1 -0.728 -1.970 1.131
C2 -0.332 1.688 0.886
C3 -0.308 2.312 -0.338
C4 0.030 1.365 -1.321
C5 0.345 0.189 -0.772
H1 -1.893 -1.798 1.262
H2 -0.390 -2.660 1.878
H3 -0.516 -1.967 0.030
H4 0.892 -1.253 1.058
H5 -0.916 1.792 1.915
H6 -0.353 3.330 -0.354
H7 0.329 1.497 -2.343
H8 0.406 -0.589 -2.752
H9 2.372 -0.882 -0.994
N1 0.167 -0.611 1.542
N2 -0.099 0.387 0.491
N3 0.995 -0.830 -1.320

=====

14 unconnected molecules or ions with the total composition C61H97N10O27. Source: the OMol25 dataset; level of theory: the ωB97M-V functional and the def2-TZVPD basis.

Properties
**Frontier orbital gap**: 6.43 eV
**LUMO energy**: -0.24593 Ha
**Highest occupied orbital energy**: -13.12 eV
**Total charge**: +3

Atoms and positions in Å:
C1 0.308 -0.665 9.196
N1 -0.679 -0.386 8.221
C2 -0.272 0.339 7.132
C3 -1.195 0.684 6.210
C4 -2.507 0.192 6.310
C5 -2.905 -0.461 7.397
C6 -1.957 -0.735 8.390
C7 -3.370 0.497 5.235
C8 -4.755 0.587 5.373
C9 -5.556 0.727 4.301
N2 -5.082 0.846 3.043
C10 -3.759 0.908 2.886
C11 -2.904 0.753 3.955
C12 -6.045 1.058 1.912
H1 0.016 -1.559 9.817
H2 0.432 0.215 9.849
H3 1.223 -0.775 8.650
H4 0.762 0.506 6.947
H5 -0.882 1.302 5.345
H6 -3.886 -0.830 7.475
H7 -2.194 -1.413 9.170
H8 -5.250 0.582 6.344
H9 -6.689 0.719 4.388
H10 -3.381 1.009 1.884
H11 -1.818 0.791 3.741
H12 -5.612 0.675 0.961
H13 -6.387 2.099 1.852
H14 -6.877 0.371 2.134
C13 0.444 -4.321 -0.022
N3 1.168 -3.472 -1.007
C14 0.582 -3.181 -2.182
C15 1.275 -2.469 -3.125
C16 2.606 -2.173 -2.906
C17 3.223 -2.581 -1.703
C18 2.468 -3.183 -0.742
C19 3.285 -1.429 -3.991
C20 2.940 -0.140 -4.391
C21 3.732 0.491 -5.356
N4 4.694 -0.196 -5.997
C22 5.115 -1.363 -5.554
C23 4.489 -1.977 -4.499
C24 5.291 0.316 -7.292
H15 -0.601 -4.027 -0.015
H16 0.780 -4.101 0.986
H17 0.676 -5.350 -0.229
H18 -0.388 -3.618 -2.273
H19 0.767 -2.276 -4.080
H20 4.291 -2.348 -1.493
H21 2.874 -3.501 0.237
H22 2.072 0.439 -4.058
H23 3.617 1.499 -5.716
H24 6.106 -1.713 -5.864
H25 4.949 -2.872 -4.083
H26 5.200 1.393 -7.221
H27 4.778 -0.128 -8.133
H28 6.305 -0.041 -7.319
C25 -3.438 -4.865 2.771
N5 -4.422 -5.284 1.742
C26 -5.731 -5.051 1.857
C27 -6.573 -5.689 0.971
C28 -6.043 -6.344 -0.123
C29 -4.691 -6.485 -0.265
C30 -3.893 -5.964 0.728
C31 -6.885 -6.777 -1.323
C32 -8.026 -7.540 -1.225
C33 -8.767 -7.733 -2.355
N6 -8.545 -7.117 -3.490
C34 -7.398 -6.406 -3.606
C35 -6.583 -6.175 -2.523
C36 -9.353 -7.341 -4.702
H29 -3.969 -4.125 3.447
H30 -2.695 -4.264 2.243
H31 -3.033 -5.716 3.303
H32 -6.017 -4.282 2.567
H33 -7.659 -5.447 1.009
H34 -4.247 -6.860 -1.166
H35 -2.801 -6.118 0.772
H36 -8.426 -8.012 -0.340
H37 -9.699 -8.342 -2.331
H38 -7.199 -5.960 -4.625
H39 -5.709 -5.587 -2.654
H40 -9.967 -6.430 -4.926
H41 -9.959 -8.219 -4.503
H42 -8.668 -7.602 -5.445
C37 -1.586 -0.425 -1.687
C38 -0.124 0.086 -1.580
O1 0.278 0.792 -2.470
N7 0.534 -0.252 -0.453
H43 -0.217 2.380 1.074
H44 0.122 -0.800 0.383
C39 1.820 0.243 -0.196
H45 -1.897 -0.246 -2.743
H46 -2.099 0.120 -0.970
H47 -1.739 -1.459 -1.357
H48 2.277 0.298 -1.178
H49 2.470 -0.345 0.476
H50 1.916 1.232 0.244
C40 7.319 -1.619 0.403
C41 6.434 -2.766 0.069
O2 5.354 -3.011 0.621
N8 6.886 -3.762 -0.855
H51 6.254 -4.563 -0.802
H52 6.295 2.765 -2.293
C42 7.867 -3.786 -1.928
H53 7.837 -1.195 -0.462
H54 8.101 -1.929 1.093
H55 6.782 -0.824 0.922
H56 8.031 -2.870 -2.463
H57 7.571 -4.531 -2.673
H58 8.875 -4.039 -1.595
C43 -3.800 1.159 -4.733
O3 -2.633 1.646 -4.011
C44 -3.030 2.324 -2.853
C45 -1.829 2.938 -2.235
N9 -1.014 3.546 -3.335
H59 -0.253 2.822 -3.446
H60 -1.620 3.643 -4.169
C46 -0.366 4.835 -2.889
C47 1.030 4.569 -2.355
O4 1.755 4.192 -3.543
C48 3.077 3.784 -3.483
H61 -3.352 0.667 -5.602
H62 -4.506 1.990 -4.992
H63 -4.299 0.460 -4.028
H64 -3.500 1.641 -2.198
H65 -3.759 3.103 -3.143
H66 -1.113 2.328 -1.722
H67 -2.098 3.622 -1.421
H68 -1.015 5.294 -2.138
H69 -0.308 5.510 -3.744
H70 1.122 3.756 -1.633
H71 1.386 5.522 -1.973
H72 3.320 3.461 -4.491
H73 3.157 2.894 -2.782
H74 3.778 4.599 -3.218
C49 5.403 6.121 -0.827
O5 4.016 5.973 -0.478
C50 3.681 6.772 0.642
C51 2.616 6.103 1.479
N10 3.180 4.854 2.191
H75 2.289 4.321 2.623
H76 3.586 4.245 1.503
C52 4.286 5.053 3.198
C53 3.824 5.673 4.506
O6 3.376 6.930 4.344
C54 2.614 7.354 5.383
H77 5.722 5.295 -1.380
H78 6.069 5.948 0.082
H79 5.642 7.094 -1.136
H80 3.256 7.721 0.155
H81 4.551 7.016 1.187
H82 2.017 5.668 0.727
H83 2.204 6.810 2.140
H84 5.048 5.679 2.720
H85 4.779 4.115 3.278
H86 4.629 5.707 5.259
H87 3.012 5.006 4.998
H88 1.781 6.691 5.624
H89 2.160 8.302 5.137
H90 3.173 7.449 6.339
O7 5.906 0.659 -1.595
C55 5.171 1.765 -1.135
O8 4.348 1.741 -0.253
O9 5.524 2.855 -1.742
H91 5.907 0.864 -2.571
O10 -3.959 -2.660 -1.613
C56 -3.100 -3.792 -1.758
O11 -3.452 -4.685 -2.551
O12 -2.034 -3.736 -1.106
H92 -3.498 -2.176 -0.895
O13 0.300 1.681 2.420
C57 0.702 2.624 3.321
O14 1.083 3.714 2.822
O15 0.644 2.408 4.570
H93 0.344 0.717 2.883
O16 -1.246 5.162 0.589
C58 -1.225 4.026 1.237
O17 -1.997 3.810 2.158
O18 -0.421 3.188 0.527
H94 -1.713 5.784 1.122
O19 -0.063 -2.709 3.543
C59 -0.126 -1.537 2.869
O20 0.199 -0.534 3.556
O21 -0.447 -1.528 1.712
H95 -0.151 -2.366 4.478
O22 6.956 2.643 -4.450
C60 5.604 2.397 -4.769
O23 5.031 2.970 -5.754
O24 5.134 1.580 -3.967
H96 7.254 3.268 -5.148
O25 -6.061 -2.184 0.784
C61 -5.066 -1.896 1.711
O26 -4.025 -1.352 1.298
O27 -5.216 -2.331 2.831
H97 -5.824 -2.047 -0.160

=====

11 unconnected molecules or ions with the total composition H22O11. Source: the OMol25 dataset; level of theory: the ωB97M-V functional and the def2-TZVPD basis.

Properties
**SMILES string**: O.O.O.O.O.O.O.O.O.O.O
**Frontier orbital gap**: 10.78 eV
**LUMO energy**: 0.00245 Ha
**Highest occupied orbital energy**: -10.71 eV
**Relative energy (zero: lowest compared OMol25 entry of this formula, charge and spin)**: 15.9 kcal/mol
**Total charge**: 0

Atoms and positions in Å:
O1 -0.019 1.915 3.563
H1 -0.503 1.175 3.159
H2 0.665 2.170 2.899
O2 -1.832 -0.510 2.668
H3 -2.706 -0.373 2.997
H4 -2.028 -0.813 1.783
O3 1.012 -0.668 -2.810
H5 0.096 -0.312 -2.879
H6 1.164 -1.060 -3.693
O4 -0.434 2.398 -2.211
H7 -0.451 2.181 -1.256
H8 0.521 2.352 -2.507
O5 -0.813 1.291 0.397
H9 -1.354 1.352 1.192
H10 -0.279 0.464 0.467
O6 0.617 -1.812 3.049
H11 -0.272 -1.412 3.216
H12 0.328 -2.687 2.841
O7 2.086 1.856 -2.961
H13 2.848 2.358 -2.648
H14 1.937 0.956 -2.520
O8 -1.212 -1.418 0.099
H15 -1.720 -1.113 -0.665
H16 -1.017 -2.357 -0.083
O9 -1.861 0.319 -2.766
H17 -2.711 0.135 -3.150
H18 -1.708 1.246 -2.541
O10 1.413 -2.694 -0.307
H19 1.012 -1.957 -0.752
H20 1.558 -2.327 0.557
O11 1.561 -0.191 1.393
H21 2.461 0.193 1.259
H22 1.642 -0.657 2.210

=====

C18H16O6S in the gas phase. Source: the OMol25 dataset; level of theory: the ωB97M-V functional and the def2-TZVPD basis.

Properties
**SMILES string**: COCCOC(=O)c1c(C)oc2ccc(OC(=O)c3cccs3)cc12
**Frontier orbital gap**: 8.77 eV
**LUMO energy**: 0.00812 Ha
**Highest occupied orbital energy**: -8.54 eV
**Total charge**: 0

Atoms and positions in Å:
C1 -1.139 3.228 0.357
O1 -1.408 2.605 -0.877
C2 -0.755 3.166 -1.984
C3 0.768 2.956 -1.988
H1 1.179 3.303 -2.941
H2 1.244 3.488 -1.161
O2 1.069 1.583 -1.804
C4 1.307 0.839 -2.894
O3 1.405 1.293 -4.011
C5 1.452 -0.570 -2.536
C6 2.006 -1.562 -3.307
O4 1.991 -2.752 -2.670
C7 1.402 -2.556 -1.460
C8 1.153 -3.496 -0.476
C9 0.519 -3.069 0.676
C10 0.139 -1.732 0.824
C11 0.389 -0.786 -0.160
C12 1.039 -1.204 -1.311
H3 0.070 0.233 -0.027
O5 -0.514 -1.217 1.931
C13 -0.891 -1.903 3.023
O6 -0.714 -3.077 3.239
C14 -1.569 -0.999 3.949
C15 -2.100 -1.311 5.174
C16 -2.686 -0.201 5.805
C17 -2.592 0.933 5.055
S1 -1.789 0.673 3.564
H4 -2.953 1.913 5.296
H5 -3.156 -0.239 6.771
H6 -2.060 -2.303 5.584
H7 0.310 -3.774 1.462
H8 1.439 -4.527 -0.604
C18 2.600 -1.503 -4.662
H9 2.090 -2.203 -5.322
H10 2.500 -0.495 -5.052
H11 3.651 -1.785 -4.625
H12 -0.956 4.246 -2.056
H13 -1.186 2.659 -2.852
H14 -0.112 3.051 0.693
H15 -1.316 4.309 0.300
H16 -1.826 2.784 1.075

=====

A molecular structure, C14H20BF4N6O7V. Source: the OMol25 dataset; level of theory: the ωB97M-V functional and the def2-TZVPD basis.

Properties
**Frontier orbital gap (alpha / beta)**: 7.29 / 7.78 eV
**Expectation value of S²**: 0.793
**LUMO energy (alpha / beta)**: 0.03987 / 0.05760 Ha
**Spin multiplicity**: 2
**Highest occupied orbital energy (alpha / beta)**: -6.20 / -6.21 eV
**Total charge**: -1

Atoms and positions in Å:
O1 -5.573 -0.953 0.501
V1 -6.520 -0.029 -0.378
B1 -5.374 2.225 0.236
F1 -5.873 1.567 1.379
F2 -4.436 1.330 -0.312
F3 -6.416 2.293 -0.730
F4 -4.871 3.487 0.527
O2 -9.128 0.339 2.767
C1 -9.170 -0.242 1.519
O3 -10.075 -1.018 1.260
O4 -8.232 0.143 0.747
H1 -9.962 0.044 3.155
O5 -5.458 -0.370 -2.167
C2 -4.961 -1.606 -2.796
O6 -4.224 -1.327 -3.752
O7 -5.322 -2.646 -2.263
H2 -4.911 0.260 -2.671
C3 -5.638 6.050 -0.917
C4 -4.207 6.033 -1.210
N1 -3.089 6.028 -1.451
H3 -5.763 5.855 0.145
H4 -6.124 5.288 -1.517
H5 -6.087 7.003 -1.188
C5 -8.540 4.280 -0.434
C6 -8.988 5.658 -0.337
N2 -9.345 6.744 -0.365
H6 -7.988 3.958 0.449
H7 -7.854 4.125 -1.258
H8 -9.381 3.597 -0.548
C7 -9.799 1.052 -3.866
C8 -8.798 0.836 -2.853
N3 -8.005 0.678 -2.053
H9 -9.347 1.434 -4.782
H10 -10.535 1.785 -3.546
H11 -10.280 0.113 -4.132
C9 -1.270 1.435 -0.770
C10 -1.415 0.433 -1.815
N4 -1.536 -0.361 -2.636
H12 -2.058 2.179 -0.809
H13 -0.308 1.942 -0.846
H14 -1.305 0.927 0.195
C11 -7.368 3.096 3.791
C12 -7.362 2.291 5.006
N5 -7.353 1.657 5.973
H15 -6.351 3.262 3.454
H16 -7.898 4.020 4.028
H17 -7.931 2.616 2.992
C13 -3.579 2.133 3.582
C14 -3.011 0.967 2.942
N6 -2.577 0.040 2.431
H18 -4.645 1.996 3.746
H19 -3.497 3.002 2.927
H20 -3.067 2.324 4.522

=====

| no. | calculated total energy (eV) |
| --- | --- |
| 1 | -26598.46846 |
| 2 | -9792.53958 |
| 3 | -134992.58948 |
| 4 | -22880.82304 |
| 5 | -42045.68831 |
| 6 | -75358.73146 |